{
  "formula": "C15H39FNO3P2",
  "method": "wB97M-V/def2-TZVPD",
  "species": ["N", "C", "P", "C", "C", "F", "P", "O", "O", "O", "H", "H", "H", "H", "H", "H", "H", "H", "H", "H", "H", "C", "C", "C", "C", "C", "C", "H", "H", "H", "H", "H", "H", "H", "H", "H", "H", "H", "H", "H", "H", "C", "C", "C", "C", "C", "C", "H", "H", "H", "H", "H", "H", "H", "H", "H", "H", "H", "H", "H", "H"],
  "coordinates": [[1.445, -6.133, 4.019], [0.076, -6.182, 3.541], [-0.880, -4.681, 4.048], [-0.443, -3.299, 2.932], [0.096, -2.098, 3.764], [1.380, -1.851, 3.355], [-3.043, -5.000, 4.152], [-3.249, -6.332, 4.652], [-3.667, -4.663, 2.755], [-3.631, -3.945, 5.182], [1.451, -5.863, 4.996], [1.985, -5.439, 3.512], [0.063, -6.300, 2.464], [-0.423, -7.050, 3.959], [-0.457, -4.340, 5.340], [-1.306, -2.961, 2.370], [0.300, -3.575, 2.194], [-0.540, -1.234, 3.608], [0.132, -2.299, 4.832], [-4.395, -4.029, 2.900], [-3.552, -4.389, 6.046], [0.905, -1.119, -0.069], [-0.565, -0.714, 0.003], [-1.398, -1.236, -1.167], [-0.971, -0.715, -2.539], [-0.976, 0.806, -2.676], [-2.357, 1.429, -2.493], [1.394, -0.703, -0.949], [1.446, -0.758, 0.807], [1.010, -2.208, -0.103], [-0.642, 0.374, 0.071], [-0.993, -1.108, 0.935], [-2.448, -0.987, -0.992], [-1.349, -2.331, -1.181], [-1.635, -1.145, -3.294], [0.029, -1.088, -2.776], [-0.609, 1.061, -3.672], [-0.275, 1.254, -1.967], [-3.066, 1.025, -3.218], [-2.309, 2.509, -2.640], [-2.752, 1.253, -1.491], [1.564, 6.606, -4.194], [2.607, 5.991, -3.266], [2.646, 4.465, -3.322], [1.357, 3.769, -2.885], [0.882, 4.102, -1.472], [1.869, 3.683, -0.387], [0.551, 6.305, -3.920], [1.605, 7.694, -4.148], [1.741, 6.308, -5.230], [2.432, 6.330, -2.241], [3.592, 6.371, -3.548], [3.479, 4.110, -2.707], [2.877, 4.153, -4.345], [1.505, 2.686, -2.962], [0.557, 4.011, -3.591], [-0.068, 3.588, -1.298], [0.671, 5.171, -1.384], [2.066, 2.608, -0.433], [1.467, 3.907, 0.603], [2.820, 4.208, -0.480]],
  "forces_ev_per_a": [[-0.467, 0.732, -0.058], [0.250, -0.474, 0.564], [0.429, 0.103, -1.626], [-0.121, 0.761, 1.141], [-0.080, -0.372, -0.375], [0.152, 0.224, -0.022], [-1.058, -0.150, 0.551], [0.611, -1.742, 0.272], [0.068, 1.015, 0.350], [0.625, 0.424, -0.303], [0.371, -0.309, 0.106], [0.154, -0.125, -0.017], [-0.217, 0.223, -0.217], [-0.224, -0.096, 0.118], [-0.127, -0.110, -0.012], [-0.347, -0.253, -0.059], [0.286, -0.318, 0.023], [0.146, 0.300, -0.147], [-0.014, -0.031, 0.149], [-0.006, -0.105, -0.562], [-0.412, 0.338, 0.073], [-0.060, 0.122, 0.189], [0.098, -0.171, -0.044], [-0.118, -0.010, 0.051], [0.107, 0.000, -0.025], [-0.142, -0.014, -0.057], [0.132, 0.064, 0.040], [0.003, -0.045, -0.027], [0.049, -0.018, -0.031], [0.021, 0.005, -0.088], [-0.028, -0.003, 0.009], [-0.048, 0.082, 0.013], [0.001, 0.017, -0.025], [0.024, 0.000, 0.015], [-0.013, 0.008, 0.003], [-0.009, -0.022, 0.012], [0.063, 0.012, 0.024], [0.026, -0.014, -0.020], [-0.022, -0.018, 0.026], [-0.045, 0.003, 0.000], [-0.032, -0.003, -0.011], [0.045, 0.056, 0.123], [-0.028, -0.006, -0.144], [0.064, -0.014, 0.097], [-0.077, 0.029, -0.066], [0.066, -0.142, 0.019], [-0.122, 0.096, 0.037], [-0.008, -0.007, -0.030], [-0.030, 0.004, -0.038], [-0.032, -0.024, -0.002], [0.016, -0.023, 0.011], [0.013, 0.004, 0.048], [-0.008, -0.016, 0.000], [-0.001, 0.017, -0.007], [0.002, -0.002, 0.006], [0.009, -0.010, -0.013], [-0.033, 0.056, -0.011], [-0.005, 0.002, -0.021], [0.047, 0.007, -0.025], [0.040, -0.021, 0.021], [0.022, -0.035, -0.005]],
  "charge": 1,
  "lumo_energy_ev": -3.718,
  "largest_force_ev_per_a": 1.87,
  "e_homo_ev": -12.28
}

{
  "formula": "C15H39O6V",
  "method": "wB97M-V/def2-TZVPD",
  "species": ["V", "C", "C", "C", "O", "H", "H", "H", "H", "H", "H", "H", "C", "C", "C", "O", "H", "H", "H", "H", "H", "H", "H", "C", "C", "C", "O", "H", "H", "H", "H", "H", "H", "H", "C", "C", "O", "H", "H", "H", "H", "H", "H", "C", "C", "O", "H", "H", "H", "H", "H", "H", "C", "C", "O", "H", "H", "H", "H", "H", "H"],
  "coordinates": [[-0.162, -0.243, -0.058], [-3.229, -1.515, -2.854], [-2.823, -0.490, -1.813], [-4.060, 0.340, -1.369], [-2.150, -0.950, -0.714], [-2.412, -2.108, -3.272], [-3.741, -1.029, -3.697], [-3.986, -2.248, -2.538], [-2.191, 0.267, -2.318], [-4.739, 0.582, -2.198], [-3.758, 1.267, -0.886], [-4.643, -0.257, -0.660], [-1.511, -0.072, 4.390], [-0.354, -0.059, 3.395], [0.667, -1.152, 3.764], [-0.825, -0.198, 2.121], [-2.120, -0.978, 4.389], [-2.178, 0.790, 4.298], [-1.116, 0.008, 5.418], [0.181, 0.905, 3.553], [0.155, -2.110, 3.669], [1.120, -0.997, 4.749], [1.493, -1.026, 3.057], [1.555, -1.699, -3.660], [1.181, -0.247, -3.298], [-0.022, 0.198, -4.137], [0.932, -0.183, -1.935], [0.668, -2.337, -3.677], [2.292, -2.148, -2.998], [1.965, -1.732, -4.684], [2.032, 0.418, -3.524], [-0.947, -0.290, -3.843], [0.197, -0.038, -5.185], [-0.062, 1.286, -4.038], [-2.029, 3.946, -0.184], [-0.979, 3.105, 0.544], [-0.582, 2.007, -0.291], [-2.976, 3.439, -0.332], [-1.592, 4.328, -1.109], [-2.235, 4.835, 0.429], [-1.383, 2.680, 1.462], [-0.138, 3.753, 0.818], [-0.167, 2.435, -1.051], [3.479, 1.584, 2.218], [2.210, 1.723, 1.362], [1.971, 0.503, 0.694], [4.304, 1.252, 1.586], [3.313, 0.832, 2.994], [3.736, 2.486, 2.779], [2.336, 2.577, 0.690], [1.373, 1.914, 2.031], [2.666, 0.348, 0.042], [2.810, -2.967, 1.248], [1.989, -2.769, -0.027], [0.677, -2.338, 0.298], [3.280, -2.034, 1.586], [3.712, -3.576, 1.101], [2.223, -3.298, 2.103], [1.946, -3.707, -0.588], [2.448, -2.002, -0.643], [0.199, -3.010, 0.790]],
  "forces_ev_per_a": [[-0.995, -0.387, 0.072], [-0.741, -0.629, -0.741], [0.298, 1.294, 0.740], [-0.413, -0.550, -0.217], [0.975, -0.237, 0.284], [0.252, 0.197, 0.205], [0.285, 0.202, -0.057], [0.201, 0.106, 0.588], [-0.028, -0.101, -0.417], [0.150, 0.098, -0.079], [0.111, -0.040, 0.117], [0.101, 0.040, 0.114], [0.071, 0.384, 1.333], [-0.448, -0.275, -0.535], [0.205, 0.777, -0.284], [0.452, 0.173, -0.908], [0.118, -0.090, -0.461], [0.003, -0.066, -0.419], [0.043, -0.034, -0.058], [0.047, 0.239, 0.108], [0.321, -0.197, 0.030], [-0.295, -0.204, 0.232], [-0.148, -0.500, -0.174], [0.051, 0.203, -1.079], [-0.568, -1.077, 1.469], [1.040, 0.188, -0.373], [0.046, 0.542, 0.647], [-0.086, 0.068, 0.253], [0.056, 0.186, 0.211], [0.027, -0.063, 0.103], [0.130, -0.027, -0.365], [0.073, 0.073, 0.158], [-0.192, 0.120, -0.097], [-0.529, 0.002, -0.035], [0.520, 0.620, 0.792], [-0.928, -0.281, -0.102], [0.324, 0.739, 0.197], [0.114, -0.259, -0.267], [-0.284, -0.164, -0.220], [-0.028, -0.081, -0.047], [0.051, -0.195, -0.065], [0.208, -0.202, -0.117], [0.067, -0.710, -0.242], [-0.427, -0.227, 0.258], [0.861, 0.145, 0.984], [-0.330, -0.127, -0.089], [0.189, 0.171, 0.111], [-0.025, -0.193, -0.203], [0.058, 0.194, -0.395], [-0.219, -0.120, -0.285], [-0.242, -0.118, -0.252], [-0.314, 0.046, -0.286], [1.120, 0.725, 0.157], [0.136, -0.478, 0.864], [0.036, 0.524, -0.477], [-0.526, 0.221, -0.104], [-0.468, -0.488, -0.124], [-0.065, -0.384, -0.150], [-0.034, 0.084, -0.147], [-0.288, 0.050, -0.232], [-0.119, 0.091, 0.074]],
  "charge": -1,
  "lumo_energy_ev": [2.741, 2.731],
  "largest_force_ev_per_a": 1.91,
  "multiplicity": 4,
  "e_homo_ev": [-2.65, -3.82]
}

Molecular weight for every record listed, in sequence, given in g/mol: 362.4 366.4.
Electronic energy for every record listed, in sequence, given in eV: -45110.613 -54160.597.